[1]
This record from the Open Molecules 2025 dataset describes a 2-piece molecular cluster, C2H9N2O overall at a distorted geometry. The level of theory is the ωB97M-V functional and the def2-TZVPD basis.

* HOMO: -13.8 eV
* HOMO-LUMO gap: 0.380 hartree
* E: -7239.2577 eV
* relative energy (zero: lowest compared OMol25 entry of this formula, charge and spin): 298.9 kJ/mol
* F_max: 5.730 eV/Å

ORCA input file:
```
! RIJCOSX wB97M-V def2-TZVPD def2/J DEFGRID3
* xyz 1 1
H -0.443 1.564 1.644
H -1.979 -1.105 -1.121
N -0.405 0.657 1.265
N 0.018 -1.258 -0.772
H -2.375 0.830 0.188
H 2.739 -0.011 0.178
C -1.357 0.441 0.018
C -1.087 -0.536 -0.785
H -0.159 -2.176 -0.441
H 2.015 0.818 -0.962
O 2.102 0.735 0.053
H 0.707 -1.461 -1.512
H 0.599 0.599 0.910
H -0.545 -0.154 1.838
*
```

[2]
This record from the Open Molecules 2025 dataset describes C38H27ClCoF3I2N6OSb as an isolated structure at a distorted geometry. The level of theory is the ωB97M-V functional and the def2-TZVPD basis.

* HOMO (alpha / beta): -10.3 / -10.3 eV
* HOMO-LUMO gap (alpha / beta): 0.166 / 0.168 hartree
* E: -131864.7771 eV
* F_max: 3.259 eV/Å

ORCA input file:
```
! RIJCOSX wB97M-V def2-TZVPD def2/J DEFGRID3
* xyz 1 1
C -3.302 3.055 -4.550
F 8.009 -3.013 3.269
C -3.695 1.784 -4.940
C -1.864 -1.551 3.590
C -0.962 0.659 3.876
C 4.065 -1.462 -3.404
H 4.466 -2.241 -4.035
C 0.375 1.545 1.975
C -4.278 1.251 -1.143
H 0.205 3.803 4.510
C -1.256 3.255 -1.309
H -2.107 -0.398 5.370
C 0.557 -4.841 1.730
H 5.711 -3.193 4.430
C 0.218 -5.372 0.497
C 3.762 -1.701 -2.075
H 3.587 -2.375 3.459
H -1.571 4.109 -7.305
H -1.508 -2.415 1.634
Cl 0.136 -0.958 -1.840
C 6.861 -2.581 2.735
H -4.168 4.418 -1.608
N -2.291 5.048 -4.705
C -4.189 3.508 -2.219
C 0.589 2.706 2.720
C 3.042 0.584 -1.820
N -2.834 4.987 -3.574
N -3.608 2.390 -1.505
H 1.530 -3.233 2.732
C 4.506 -2.281 2.898
H 3.950 -2.678 -1.654
H -3.593 0.404 -6.550
N -3.471 3.805 -3.416
H 0.365 -5.226 -1.631
C 1.363 -3.610 -0.630
H -5.230 3.249 -2.449
H -1.586 4.244 -1.003
F 4.128 0.034 -5.208
Sb 2.617 -1.084 0.728
H 5.693 -1.066 -0.034
N -2.155 1.072 -0.527
C 3.239 -0.681 -1.295
Co -0.383 0.104 -0.176
H 3.213 1.816 -3.578
H 7.816 -1.880 0.955
H -3.511 -0.533 -0.109
C -1.363 -1.563 2.285
C 0.630 -4.782 -0.686
C 3.356 0.839 -3.143
N -0.688 -0.551 1.779
C 1.677 -3.043 0.595
I 1.696 4.216 1.779
H 1.670 -3.141 -1.551
H -5.325 1.123 -1.328
C -0.711 1.874 4.564
C -0.439 0.527 2.566
C 0.038 2.872 3.985
C -1.695 -0.435 4.372
C -2.552 2.210 -7.046
I -1.523 2.201 6.483
H 2.631 1.371 -1.202
H -0.384 2.969 -0.725
C -2.528 3.892 -5.390
C 5.691 -1.540 0.938
O 0.858 1.365 0.790
H -2.390 -2.416 3.963
C 3.847 -0.197 -3.919
C -3.373 0.442 -0.536
H -2.285 1.837 -8.024
H 0.243 -5.340 2.632
F -0.544 -6.474 0.450
C 6.881 -1.987 1.483
C -3.307 1.384 -6.201
C 5.687 -2.732 3.455
H -0.957 3.310 -2.354
C -2.149 3.467 -6.663
C 1.280 -3.663 1.772
H -4.270 1.142 -4.291
C -2.320 2.248 -1.116
C 4.505 -1.713 1.633
*
```

[3]
This record from the Open Molecules 2025 dataset describes a 10-piece molecular cluster, C27H39Cl6F6O22P overall at a distorted geometry. The level of theory is the ωB97M-V functional and the def2-TZVPD basis.

* SMILES string: O=C1OC[C@@H](F)O1.O=C1OC[C@@H](F)O1.O=C1OC[C@@H](F)O1.O=C1OC[C@@H](F)O1.O=C1OC[C@@H](F)O1.O=C1OC[C@@H](F)O1.COP(=O)(OC)OC.ClCCCl.ClCCCl.ClCCCl
* HOMO: -10.7 eV
* HOMO-LUMO gap: 0.407 hartree
* E: -174408.3195 eV
* F_max: 3.165 eV/Å

ORCA input file:
```
! RIJCOSX wB97M-V def2-TZVPD def2/J DEFGRID3
* xyz 0 1
H 2.794 -17.435 19.259
C 0.259 -8.995 19.087
H 2.608 -16.021 24.824
F -1.080 -9.291 18.738
H 7.937 -11.784 14.812
C -0.161 -13.323 17.221
H 6.646 -12.503 22.828
Cl 3.959 -8.937 15.046
H -3.094 -9.666 16.486
C 0.957 -11.971 15.908
H 2.553 -15.694 18.520
C -2.618 -15.171 21.820
F 3.053 -8.323 19.534
O 9.099 -12.243 21.307
H -2.736 -13.188 21.053
O 4.683 -15.852 22.094
O 0.145 -14.038 16.096
H 5.175 -18.177 22.323
O -0.160 -13.602 23.569
H 4.174 -6.965 20.419
H -2.066 -14.362 19.875
H -4.595 -10.537 16.081
C 3.972 -8.047 20.464
C 0.388 -9.093 20.596
H 1.997 -13.431 20.880
Cl 6.415 -13.664 16.105
O 2.980 -10.819 17.726
F 2.156 -11.542 21.573
C 7.149 -13.173 22.190
O 3.134 -17.741 21.769
C 5.273 -8.934 20.427
C 6.630 -11.898 16.452
O 0.194 -7.770 21.029
H 4.591 -12.349 21.303
O 2.682 -15.789 20.497
C 3.856 -7.988 16.631
H 4.123 -16.252 19.042
O -1.021 -13.739 17.907
H -2.494 -11.366 18.221
H 4.799 -6.360 15.746
H -0.460 -9.783 20.946
H 3.417 -14.613 24.309
C 3.059 -16.381 19.240
O 8.331 -11.511 19.387
C 0.398 -6.933 19.960
F -2.307 -16.373 21.282
O 5.112 -9.861 21.515
H 4.080 -19.566 21.999
H 1.305 -9.521 20.975
H 3.936 -8.818 17.338
H 5.462 -9.529 19.511
H 3.887 -18.579 23.520
H -3.674 -15.141 22.103
C -2.137 -14.061 20.900
H 9.035 -12.519 23.204
H 4.155 -13.850 20.348
O 7.009 -12.650 20.849
O 2.200 -15.584 22.840
C -0.908 -14.044 22.756
Cl 7.728 -9.592 15.405
H 5.664 -11.432 16.672
H 1.114 -13.558 14.393
O 4.268 -11.993 19.257
O -1.935 -14.869 23.070
C 4.186 -18.551 22.478
O 2.072 -12.058 19.426
C 1.169 -13.368 15.415
H 1.681 -14.484 24.452
C 7.136 -11.214 15.160
H 6.802 -14.227 22.311
C 4.004 -12.719 20.477
H 5.934 -7.583 16.550
C 8.127 -12.020 20.419
C 2.485 -15.146 24.145
C 4.018 -9.415 22.251
C 8.677 -13.018 22.370
O 0.409 -12.142 17.232
H 7.294 -11.826 17.261
H 0.903 -9.638 18.525
H 6.290 -11.285 14.457
H 2.949 -7.402 16.710
Cl 5.187 -6.100 18.043
C 3.114 -11.535 18.679
H 1.932 -11.452 15.966
O 3.396 -8.312 21.682
F 2.381 -13.788 15.827
O 3.644 -9.937 23.243
H 6.107 -8.349 20.618
Cl -2.795 -11.626 15.169
O 0.408 -7.702 18.777
C 5.023 -7.041 16.530
Cl -4.125 -13.045 17.754
C 2.522 -12.534 20.654
O 0.488 -5.774 20.023
O -0.774 -13.785 21.402
H -4.134 -10.860 18.522
F 9.293 -14.278 22.445
H 0.203 -11.467 15.375
C -3.517 -11.382 17.806
P 3.306 -16.179 21.889
C -3.577 -10.661 16.457
*
```

[4]
This record from the Open Molecules 2025 dataset describes C36H42N7O2PSbSe2V as an isolated structure. The level of theory is the ωB97M-V functional and the def2-TZVPD basis.

* HOMO (alpha / beta): -12.3 / -12.3 eV
* HOMO-LUMO gap (alpha / beta): 0.243 / 0.261 hartree
* E: -224738.8514 eV
* relative energy (zero: lowest compared OMol25 entry of this formula, charge and spin): 11.1 kJ/mol
* F_max: 0.759 eV/Å

ORCA input file:
```
! RIJCOSX wB97M-V def2-TZVPD def2/J DEFGRID3
* xyz 2 3
H -2.089 3.627 -3.885
C 2.508 1.354 -0.135
C 4.950 -0.404 0.790
H 5.821 -0.657 1.397
C 3.904 0.219 1.720
C -1.133 4.429 3.741
C -2.245 3.485 -2.825
H 4.303 1.159 2.110
H 3.757 -0.439 2.584
N 1.487 0.952 1.984
H 6.011 -0.901 -1.846
C 2.542 0.447 1.087
C 1.042 4.158 2.090
C -1.442 -4.791 1.243
C -0.536 -3.819 -4.277
H 0.104 5.701 4.968
H 5.561 -0.175 -3.334
C -3.362 3.986 -2.207
H -0.203 -3.492 0.079
H 5.276 0.341 0.064
C -2.580 0.817 2.297
O 3.430 1.489 -0.905
C -3.509 3.773 -0.843
H -4.629 0.651 2.905
H 2.759 5.087 1.272
H -2.030 4.559 4.331
H 1.900 4.055 0.112
H 0.626 -1.549 3.444
C 4.528 -1.681 0.062
H -0.099 2.674 -3.857
C -2.534 3.078 -0.160
C -3.797 -4.303 1.226
H 2.923 3.349 1.356
C 0.089 -1.753 2.512
H 0.821 2.434 -2.357
C -1.215 -3.720 0.392
H 0.110 -3.260 -2.319
H 2.173 -0.512 0.724
C -1.235 -1.049 2.525
H 5.412 -2.231 -0.271
C -2.278 -2.931 -0.040
C -0.668 -3.157 -3.069
H 4.002 -2.361 0.734
H -0.224 1.156 -2.958
N -0.064 3.431 1.833
C -2.643 -2.916 -5.004
H 3.339 -0.220 -4.031
H 2.104 -0.639 -2.895
H -2.914 -5.925 2.317
C 0.044 5.084 4.082
C -3.550 -1.186 3.163
H 1.321 0.304 2.743
N -1.374 0.240 2.124
H -0.614 -5.404 1.574
H -3.415 -2.822 -5.756
C -2.779 -2.248 -3.794
H 1.779 1.828 2.409
O 1.356 1.953 -0.255
C 4.012 -0.926 -2.249
H -4.394 -1.750 3.538
Se -3.584 -0.149 -1.172
C -2.735 -5.084 1.661
N 3.647 -1.483 -1.096
N 5.292 -0.685 -2.512
Se -0.018 -0.693 -0.785
H -1.426 -4.223 -6.188
N -1.431 2.581 -0.772
C -1.527 -3.700 -5.246
H 2.028 5.522 3.402
C -1.285 2.773 -2.103
H -3.647 -1.631 -3.602
V -0.267 1.480 0.651
H -4.109 4.533 -2.766
H -4.395 -2.610 0.042
H 0.690 -1.483 1.653
H 2.661 -1.691 -1.009
H -2.152 -2.803 3.306
C -1.146 3.626 2.617
C -3.679 0.144 2.802
C 2.214 4.154 1.148
H -4.806 -4.536 1.540
C 1.116 4.969 3.223
C -1.792 -2.370 -2.823
H -0.075 -2.827 2.469
C -3.571 -3.227 0.379
P -2.022 -1.565 -1.214
Sb -3.030 2.885 1.928
H 0.335 -4.434 -4.464
N 3.084 -0.684 -3.176
C -2.310 -1.769 3.032
H -4.382 4.145 -0.323
C -0.117 2.235 -2.862
*
```